w) Here is an isolated molecule of H4IN2P from the Open Molecules 2025 dataset. Energies are from ωB97M-V with the def2-TZVPD basis set.

Lowest unoccupied orbital energy = -0.016 Eh
M = 189.92 g mol⁻¹
Orbital gap = 7.85 eV
SMILES = NP(N)I

Element x y z (Å)
N -0.41 1.24 0.13
N -0.48 -1.25 -0.08
P 0.24 0.04 -0.83
I 3.07 -0.02 0.14
H -1.42 1.18 0.23
H -0.12 2.18 -0.12
H -0.18 -2.17 -0.38
H -0.71 -1.20 0.90

---

x) Here is an isolated molecule of H4IN2P from the Open Molecules 2025 dataset. Energies are from ωB97M-V with the def2-TZVPD basis set.

Lowest unoccupied orbital energy = 0.013 Eh
M = 189.92 g mol⁻¹
Orbital gap = 9.27 eV
SMILES = NP(N)I

Element x y z (Å)
N 1.32 -0.47 0.28
N -0.74 1.17 -0.42
P -0.10 -0.63 -0.51
I -1.59 -1.54 1.26
H 1.54 -0.20 1.28
H 1.99 -1.13 -0.09
H -0.68 1.66 -1.32
H -1.74 1.14 -0.48

---

The least stable of the structures above is x), whereas w) is the most stable.